(1)
Density functional theory data (ωB97M-V with the def2-TZVPD basis set) for a molecular structure, C30H55BaN4OP2S.

Element x y z (Å)
C  2.3242  -1.2097  -1.7772
C  1.2595  0.5976  -2.7569
C  3.1547  -1.3450  -2.8900
C  2.0459  0.4906  -3.9062
C  3.0363  -0.4896  -3.9801
H  3.8795  -2.1472  -2.8756
H  1.8739  1.1857  -4.7235
H  3.6829  -0.5778  -4.8559
N  1.4449  -0.2046  -1.6877
P  0.7175  -2.6113  0.1222
P  -0.0197  2.4104  -0.9662
C  2.3674  -2.2359  -0.6171
H  2.7994  -3.2032  -0.9342
H  2.9863  -1.8137  0.1964
C  0.0558  1.5326  -2.6661
H  0.0845  2.3076  -3.4541
C  -1.7101  3.3642  -0.8536
C  1.4638  3.5082  -0.7291
C  -0.3554  -3.6155  -1.0813
C  0.8759  -3.2850  1.8658
C  -2.7810  2.4855  -0.1284
H  -2.6882  2.5021  0.9762
H  -3.7879  2.8761  -0.3614
H  -2.8096  1.4331  -0.4725
C  -1.5622  4.6476  -0.0201
H  -1.2733  4.4187  1.0150
H  -0.8169  5.3279  -0.4458
H  -2.5253  5.1891  0.0297
C  -2.2093  3.6928  -2.2699
H  -2.8895  4.5642  -2.2458
H  -1.3980  3.9459  -2.9616
H  -2.7587  2.8400  -2.6977
C  1.4590  4.0825  0.7410
H  0.8587  3.4645  1.4316
H  2.4797  4.1132  1.1706
H  1.0604  5.1097  0.7674
C  2.7462  2.6389  -0.8708
H  2.6206  1.6721  -0.3636
H  2.9807  2.4443  -1.9232
H  3.6130  3.1454  -0.4087
C  1.4265  4.6148  -1.8039
H  0.6605  4.4663  -2.5753
H  1.2602  5.6154  -1.3748
H  2.3838  4.6232  -2.3459
C  -0.5304  -3.4372  2.5148
H  -0.4337  -3.9507  3.4904
H  -1.0159  -2.4610  2.7145
H  -1.2372  -4.0113  1.8972
C  1.6972  -2.3114  2.7523
H  2.6209  -1.9913  2.2537
H  1.1255  -1.4232  3.0723
H  1.9937  -2.8389  3.6776
C  1.6259  -4.6160  1.7366
H  2.3599  -4.5937  0.9207
H  2.1965  -4.8270  2.6537
H  0.9322  -5.4441  1.5557
C  0.0310  -3.2040  -2.5115
H  1.0631  -3.4896  -2.7515
H  -0.6452  -3.6918  -3.2311
H  -0.0746  -2.1180  -2.6433
C  -1.8818  -3.2825  -0.8449
H  -2.2995  -2.6941  -1.6823
H  -2.4591  -4.2206  -0.7742
H  -2.1074  -2.6973  0.0727
C  -0.0827  -5.1115  -0.8845
H  0.9962  -5.3191  -0.8971
H  -0.5109  -5.4740  0.0609
H  -0.5456  -5.6749  -1.7121
Ba  -0.8774  -0.1550  0.3424
C  1.8221  0.6320  1.5663
O  2.5831  0.9670  2.3562
N  -1.7945  -0.1781  -1.9180
C  -1.2625  0.5783  -2.7648
C  -2.0904  0.4414  -4.1176
C  -1.6725  1.4529  -5.1452
C  -1.8218  -0.9637  -4.6412
C  -3.5802  0.5864  -3.7344
H  -1.8143  2.4690  -4.7611
H  -0.6212  1.3059  -5.4210
H  -2.3012  1.3255  -6.0379
H  -2.1507  -1.6873  -3.8882
H  -2.3693  -1.1511  -5.5730
H  -0.7481  -1.1216  -4.8074
H  -4.1268  1.2780  -4.3855
H  -4.0484  -0.4040  -3.7428
H  -3.7074  0.9365  -2.7010
N  -0.1278  1.4791  3.8744
C  -1.0096  0.4479  3.8532
N  -0.7863  -0.5430  4.7316
S  -2.4025  0.2982  2.8765
H  0.4450  1.6222  4.7093
H  -0.2841  2.2763  3.2662
H  -1.4920  -1.2762  4.7069
H  -0.2098  -0.4073  5.5624

Molar mass = 719.1 g mol⁻¹
LUMO energy = -0.088 Eh
HOMO = -8.9 eV
Net charge = +1
2S+1 = 1
Gap between HOMO and LUMO = 6.5 eV
E = -70111.832 eV
Max |F| = 2.90 eV Å⁻¹

Formally, the Löwdin partial charges of the atoms, in units of the elementary charge, are as follows: -0.328 -0.311 -0.029 -0.015 -0.024 0.115 0.117 0.121 0.068 0.919 1.014 -0.256 0.088 0.081 -0.278 0.090 -0.633 -0.662 -0.651 -0.682 -0.154 0.036 0.103 -0.002 -0.094 0.070 0.068 0.102 -0.081 0.100 0.061 0.064 -0.093 0.039 0.085 0.073 -0.099 0.017 0.078 0.097 -0.080 0.057 0.081 0.085 -0.082 0.102 0.031 0.076 -0.104 0.064 0.040 0.099 -0.101 0.070 0.087 0.073 -0.093 0.086 0.104 0.052 -0.099 0.058 0.091 0.025 -0.103 0.079 0.071 0.096 1.344 -0.069 0.080 -0.194 -0.425 -0.558 -0.070 -0.062 -0.053 0.069 0.077 0.094 0.059 0.094 0.082 0.085 0.081 0.054 0.117 -0.943 0.084 0.522 0.131 0.099 0.096 0.130


(2)
Density functional theory data (ωB97M-V with the def2-TZVPD basis set) for a molecular structure, C30H55Br3O13.

Element x y z (Å)
C  -0.1833  5.3607  3.1405
C  0.7219  4.1671  2.8324
C  1.2738  3.3406  4.0205
O  0.3725  2.3380  4.0256
C  -0.1533  2.1805  2.7943
O  -0.7740  1.2390  2.3519
O  -0.0902  3.2971  2.0994
H  -0.8424  5.1655  3.9864
H  -0.7389  5.8542  2.3431
H  0.3531  6.1520  3.6640
H  1.4400  4.4325  2.0564
H  1.3582  3.9203  4.9397
H  2.2333  2.8404  3.8889
C  -2.9012  -1.9937  2.3524
C  -2.9375  -3.2169  1.4764
C  -2.6385  -2.9857  0.0139
O  -1.7992  -3.9980  -0.3562
C  -1.2671  -4.5195  0.7235
O  -0.3104  -5.2054  0.8007
O  -1.9082  -4.1137  1.8510
H  -1.8565  -1.6839  2.3804
H  -3.2522  -2.2727  3.3459
H  -3.5419  -1.1794  2.0140
H  -3.8749  -3.7033  1.7458
H  -2.2981  -1.9777  -0.2235
H  -3.5383  -3.1533  -0.5780
C  1.0418  2.7054  0.3417
C  1.2201  4.0399  -0.4084
O  1.1179  5.1806  0.0531
C  1.4866  3.9154  -1.9502
H  1.8655  2.0016  0.2221
H  0.1324  2.1321  0.1613
H  1.0167  2.9294  1.4081
H  2.4875  3.4921  -2.0346
H  1.4507  4.8356  -2.5333
H  0.7822  3.2264  -2.4162
C  3.3758  -2.5028  -3.8210
C  2.3202  -1.7241  -3.1661
O  1.0932  -1.9996  -3.3568
C  2.7451  -0.7762  -2.0250
H  4.2910  -2.5343  -3.2298
H  3.6700  -1.9237  -4.6963
H  3.0197  -3.4392  -4.2505
H  3.5049  -1.2906  -1.4366
H  1.8337  -0.5344  -1.4782
H  3.1985  0.1097  -2.4697
C  3.0095  -0.4163  1.0935
C  2.4128  0.5537  2.1557
O  2.5862  1.7193  1.9902
C  1.7076  -0.0735  3.3255
H  2.9618  0.0574  0.1130
H  2.5272  -1.3924  1.0414
H  3.9887  -0.8016  1.3779
H  1.3604  0.5903  4.1172
H  2.3920  -0.7699  3.8101
H  0.9540  -0.7154  2.8692
C  -2.7837  3.8640  1.6626
C  -3.3085  2.5095  2.1061
O  -3.9844  2.4679  3.1106
C  -3.0023  1.2454  1.3263
H  -3.5586  4.5780  1.3837
H  -2.1450  3.6219  0.8132
H  -2.1680  4.3891  2.3928
H  -3.8175  1.0982  0.6179
H  -2.8642  0.3054  1.8604
H  -2.1243  1.5282  0.7454
C  -1.3735  1.4518  -3.7040
C  -1.0258  1.7152  -2.2549
O  -0.0063  1.2126  -1.8681
C  -1.9786  2.6190  -1.5250
H  -2.4606  1.3789  -3.7350
H  -1.0635  0.4418  -3.9722
H  -0.8245  2.1094  -4.3780
H  -2.8298  2.0001  -1.2411
H  -2.3282  3.5635  -1.9416
H  -1.4753  2.9276  -0.6087
C  -0.7047  -3.1844  -2.7298
C  -0.4652  -4.5868  -3.2283
O  -0.3037  -5.5281  -2.3689
C  -0.6646  -4.8185  -4.6768
H  -1.0080  -2.4323  -3.4581
H  0.1574  -2.9431  -2.1081
H  -1.6201  -3.2402  -2.1406
H  0.3252  -4.6015  -5.0785
H  -1.3887  -4.0930  -5.0473
H  -0.9174  -5.8771  -4.7368
C  -0.7112  0.2749  0.3113
C  0.0479  -1.0208  0.7861
O  -0.2154  -1.4433  1.9059
C  0.8885  -1.8322  -0.2134
H  -0.9261  0.8516  1.2110
H  -1.6921  0.0299  -0.0961
H  -0.0594  0.7447  -0.4252
H  1.7354  -1.1867  -0.4461
H  0.3682  -1.8190  -1.1711
H  1.2674  -2.8213  0.0442
C  2.4138  -4.5052  0.1038
Br  3.5233  -5.9209  -0.6991
Br  2.2594  -3.1354  -1.3378
Br  2.9813  -3.9121  1.9617
H  1.4308  -4.9065  0.3503

Molar mass = 863.5 g mol⁻¹
LUMO energy = -0.016 Eh
HOMO = -8.0 eV
Net charge = 0
2S+1 = 1
Gap between HOMO and LUMO = 7.5 eV
E = -268727.130 eV
Max |F| = 11.22 eV Å⁻¹

These are the Löwdin partial charges, in e, on atoms 1 to 99: -0.012 -0.258 -0.094 0.078 -0.468 0.126 -0.044 0.093 0.093 0.088 0.140 0.148 0.127 -0.013 -0.302 -0.119 0.055 -0.547 0.147 0.111 0.059 0.100 0.074 0.152 0.121 0.146 -0.026 -0.339 0.048 0.000 0.096 0.057 0.004 0.082 0.076 0.044 -0.080 -0.562 -0.106 -0.155 0.089 0.099 0.098 0.052 0.038 0.116 -0.012 -0.410 0.045 0.017 0.066 -0.002 0.100 0.089 0.102 0.054 0.010 -0.430 0.072 -0.050 0.101 0.046 0.054 0.112 0.064 0.015 0.005 -0.475 0.009 0.010 0.083 0.077 0.097 0.097 0.114 0.047 -0.080 -0.418 0.015 -0.012 0.090 -0.007 0.081 0.091 0.089 0.092 -0.049 -0.303 -0.011 -0.327 -0.087 0.091 0.023 -0.030 0.060 -0.066 -1.231 0.587 1.099


(3)
Density functional theory data (ωB97M-V with the def2-TZVPD basis set) for a molecular structure, C30H55BrCl51N2O2.

Element x y z (Å)
O  -3.6833  -0.0603  0.6005
C  -3.3317  -1.0345  1.4434
O  -4.2812  -2.1867  1.5878
C  -1.9386  -1.1352  2.3021
C  -1.1671  0.2903  2.5480
C  -1.2764  1.7388  1.7595
N  -0.2523  2.5635  2.5070
Br  0.0173  4.3452  1.9960
C  0.4180  1.7727  3.6177
Cl  1.7662  2.4113  4.7635
N  -0.1385  0.3474  3.6971
H  -3.6491  -2.9842  1.6553
H  -1.2046  -1.8731  1.7246
H  -2.1336  -1.6662  3.3531
H  -1.9910  1.9768  0.8640
H  0.1240  -0.4202  4.3768
C  -5.8618  -2.4257  -1.6480
Cl  -6.2543  -1.9225  -3.2965
Cl  -5.2975  -4.1006  -1.6115
H  -5.0752  -1.7766  -1.2555
H  -6.7565  -2.3382  -1.0267
C  -0.8516  -5.2899  2.1688
Cl  0.2224  -3.9566  2.6091
Cl  -2.3712  -4.6870  1.4963
H  -0.3554  -5.9149  1.4224
H  -1.0677  -5.8823  3.0613
C  -2.5992  6.4689  -0.4446
Cl  -1.2943  7.5428  -0.9632
Cl  -1.9590  4.9354  0.1584
H  -3.1654  6.9562  0.3528
H  -3.2560  6.2704  -1.2951
C  3.6323  5.1290  2.3472
Cl  4.9407  4.1093  1.7363
Cl  4.0563  5.8402  3.9090
H  3.4425  5.9317  1.6305
H  2.7325  4.5203  2.4659
C  7.4440  3.6412  -1.0557
Cl  7.0515  4.1444  -2.7043
Cl  8.0083  1.9663  -1.0193
H  8.2305  4.2903  -0.6633
H  6.5493  3.7288  -0.4344
C  10.4562  3.1240  1.7681
Cl  9.0331  4.1619  1.9186
Cl  11.8059  3.7532  2.7206
H  10.2053  2.1222  2.1250
H  10.7532  3.0776  0.7175
C  -0.1956  0.7521  7.6275
Cl  -0.2375  -0.8636  6.9115
Cl  0.6674  0.7418  9.1703
H  0.3124  1.4328  6.9402
H  -1.2200  1.0937  7.7952
C  -4.2946  1.5049  9.1635
Cl  -3.8430  -0.1952  9.3391
Cl  -3.0625  2.4009  8.2668
H  -5.2429  1.5673  8.6242
H  -4.4049  1.9481  10.1563
C  -4.5943  -7.6636  -0.3402
Cl  -3.6569  -7.4849  1.1479
Cl  -3.6096  -7.2927  -1.7607
H  -4.9518  -8.6935  -0.4141
H  -5.4456  -6.9790  -0.3089
C  -3.8487  -3.9250  8.8039
Cl  -5.5033  -3.5748  8.2894
Cl  -2.6903  -2.8757  7.9782
H  -3.7695  -3.7637  9.8817
H  -3.6159  -4.9665  8.5687
C  -4.9093  -2.4842  -6.8398
Cl  -4.4577  -4.1843  -6.6642
Cl  -3.6772  -1.5882  -7.7365
H  -5.8576  -2.4218  -7.3791
H  -5.0195  -2.0410  -5.8470
C  -6.7128  6.3906  -1.7977
Cl  -5.1784  7.1906  -2.1591
Cl  -6.7019  5.6995  -0.1707
H  -7.5210  7.1226  -1.8680
H  -6.8761  5.5899  -2.5233
C  -2.2209  11.1933  -2.8130
Cl  -2.2629  9.5776  -3.5290
Cl  -1.3579  11.1830  -1.2702
H  -1.7129  11.8740  -3.5003
H  -3.2453  11.5349  -2.6453
C  6.9077  8.0217  4.6608
Cl  8.2161  7.0020  4.0500
Cl  7.3317  8.7329  6.2226
H  6.7179  8.8244  3.9441
H  6.0079  7.4129  4.7796
C  -0.9624  -5.4885  -6.1268
Cl  0.5720  -4.6885  -6.4882
Cl  -0.9515  -6.1796  -4.4998
H  -1.7705  -4.7565  -6.1971
H  -1.1257  -6.2892  -6.8523
C  11.5930  7.5253  3.0993
Cl  11.4475  7.4815  1.3381
Cl  12.7061  8.7983  3.6142
H  10.6085  7.7166  3.5330
H  11.9691  6.5608  3.4493
C  1.1751  -9.2246  -6.0718
Cl  0.7825  -8.7214  -7.7204
Cl  1.7393  -10.8994  -6.0353
H  1.9616  -8.5755  -5.6794
H  0.2803  -9.1370  -5.4505
C  0.7197  -9.2575  -11.2926
Cl  -0.9349  -8.9073  -11.8071
Cl  1.8781  -8.2081  -12.1184
H  0.7989  -9.0962  -10.2148
H  0.9526  -10.2990  -11.5278
C  -2.2095  1.5542  -2.0480
Cl  -2.0089  2.9151  -3.1584
Cl  -1.1191  1.6966  -0.6640
H  -3.2410  1.5377  -1.6881
H  -1.9895  0.6254  -2.5801
C  -6.5730  -3.9978  3.8419
Cl  -5.2645  -5.0176  3.2311
Cl  -6.1489  -3.2867  5.4037
H  -6.7627  -3.1951  3.1252
H  -7.4727  -4.6066  3.9607
C  13.3965  9.2067  7.6123
Cl  12.4377  10.3195  8.5958
Cl  12.8796  7.5341  7.8576
H  13.2727  9.4664  6.5581
H  14.4484  9.2989  7.8938
C  4.3335  -5.6460  -10.4271
Cl  3.4284  -5.5271  -8.9132
Cl  4.8006  -4.0461  -11.0162
H  5.2349  -6.2397  -10.2571
H  3.7073  -6.1330  -11.1787
C  -6.9405  2.1025  6.0864
Cl  -5.6320  1.0827  5.4756
Cl  -6.5165  2.8136  7.6483
H  -7.1302  2.9051  5.3697
H  -7.8402  1.4937  6.2052
C  2.9386  -13.4731  -9.1423
Cl  1.6933  -12.5687  -10.0121
Cl  2.3819  -13.9305  -7.5281
H  3.1796  -14.3781  -9.7053
H  3.8306  -12.8491  -9.0475
C  -6.5596  1.4587  -5.0996
Cl  -6.6016  -0.1570  -5.8157
Cl  -5.6966  1.4484  -3.5569
H  -6.0516  2.1394  -5.7870
H  -7.5840  1.8003  -4.9320

Molar mass = 2363.8 g mol⁻¹
LUMO energy = -0.147 Eh
HOMO = -11.7 eV
Net charge = +1
2S+1 = 1
Gap between HOMO and LUMO = 7.7 eV
E = -747748.020 eV
Max |F| = 8.83 eV Å⁻¹

These are the Löwdin partial charges, in e, on atoms 1 to 99: -0.019 -0.242 -0.057 -0.063 -0.051 -0.150 -0.500 0.861 -0.454 0.624 0.094 -0.030 0.089 0.152 -0.014 0.099 -1.006 0.509 0.514 0.010 0.036 -0.946 0.545 0.544 0.046 0.045 -1.024 0.511 0.420 0.038 -0.069 -1.035 0.546 0.547 0.037 -0.073 -1.072 0.512 0.500 -0.015 -0.036 -1.006 0.509 0.534 0.034 0.030 -1.035 0.511 0.540 -0.023 -0.084 -1.037 0.511 0.550 -0.118 0.041 -1.006 0.478 0.493 0.034 0.015 -0.996 0.471 0.448 0.034 0.033 -1.098 0.535 0.513 0.018 -0.074 -0.991 0.569 0.508 0.034 0.030 -1.016 0.477 0.491 0.031 0.031 -1.027 0.534 0.518 0.035 -0.043 -1.035 0.499 0.489 -0.026 0.015 -1.052 0.493 0.517 -0.048 -0.005 -1.015 0.541 0.503


molar mass of number 2 (C30H55Br3O13)?
863.5 g mol⁻¹


Among the records above, which one has the highest max |F|?
C30H55Br3O13